[1]
13
Properties=species:S:1:pos:R:3 method="wB97M-V/def2-TZVPD" smiles="C#CC1=CCOC1" homo_lumo_gap_ev=9.95 lumo_ev=0.97 fmax_ha_per_bohr=0.0090
C 2.9523 -0.5589 0.6019
C 1.8000 -0.2987 0.3621
C 0.4261 -0.0393 0.0772
C -0.1921 1.1379 -0.0107
C -1.6464 0.9201 -0.3096
O -1.8047 -0.4882 -0.3996
C -0.5732 -1.1476 -0.1631
H 3.9750 -0.7773 0.8175
H 0.2654 2.1127 0.1158
H -2.2951 1.3188 0.4849
H -1.9550 1.3929 -1.2542
H -0.3007 -1.7623 -1.0328
H -0.6516 -1.8100 0.7107



[2]
65
Properties=species:S:1:pos:R:3 method="wB97M-V/def2-TZVPD" multiplicity=2 charge=+1 homo_lumo_gap_ev="6.44 / 6.76" lumo_ev="-5.11 / -4.67" fmax_ha_per_bohr=0.0115
Re 1.0076 -1.0174 0.5055
C 4.1930 -1.3892 -0.3134
O 2.9976 -0.6012 -0.1591
Si 2.8980 1.1293 -0.0388
C 3.6170 1.8606 -1.5800
C 4.0396 1.5817 1.3508
C 1.0388 1.0401 0.2806
Si 0.5328 1.9667 1.8900
C 1.4060 3.6293 1.9102
C 1.0200 1.0631 3.4609
C -1.3040 2.2775 1.9915
Si 0.0843 1.5864 -1.2994
C 0.4846 0.3641 -2.6695
C -1.7773 1.5975 -1.1120
C 0.5271 3.3284 -1.8154
H 4.7615 -1.0115 -1.1615
H 3.9037 -2.4190 -0.5000
H 4.7922 -1.3337 0.5938
H 4.6537 1.5224 -1.6650
H 3.6480 2.9483 -1.4810
H 3.0946 1.6114 -2.5007
H 5.0267 1.1693 1.1200
H 3.7307 1.1976 2.3205
H 4.1620 2.6629 1.4263
H 2.3770 3.5733 2.4029
H 0.7951 4.3302 2.4867
H 1.5478 4.0609 0.9182
H 2.0956 0.9203 3.5633
H 0.5358 0.0943 3.5796
H 0.7000 1.6890 4.3004
H -1.6074 3.1064 1.3513
H -1.5208 2.5646 3.0246
H -1.9199 1.4127 1.7454
H -0.0355 -0.5827 -2.5095
H 1.5456 0.1450 -2.7940
H 0.1196 0.7863 -3.6114
H -2.1833 0.7844 -0.5160
H -2.1967 1.5085 -2.1197
H -2.1288 2.5421 -0.6974
H 1.5346 3.4445 -2.2110
H 0.3952 4.0377 -0.9962
H -0.1686 3.6230 -2.6069
O -6.7824 -0.2549 -1.1360
C -5.8351 -1.1205 -1.5404
O -5.9847 -1.7722 -2.5306
C -4.5822 -1.2117 -0.7078
C -4.5256 -0.8387 0.6281
C -3.3431 -0.9823 1.3429
C -2.2160 -1.4715 0.7003
S -0.7302 -1.5872 1.6895
C -2.2666 -1.8610 -0.6362
C -3.4531 -1.7403 -1.3288
H -6.4784 0.2973 -0.4084
H -5.4041 -0.4742 1.1466
H -3.3005 -0.7174 2.3921
H -1.3822 -2.2480 -1.1237
H -3.5311 -2.0489 -2.3627
C 0.1360 -6.6860 -0.4689
O 0.6722 -5.3728 -0.7414
C 0.2423 -4.3638 -0.0237
S -0.8607 -4.4187 1.1607
S 1.1502 -2.9305 -0.6835
H 0.6484 -7.3519 -1.1538
H -0.9372 -6.6948 -0.6446
H 0.3407 -6.9548 0.5657



[3]
11
Properties=species:S:1:pos:R:3 method="wB97M-V/def2-TZVPD" smiles="C=C(C)[N+](=O)[O-]" homo_lumo_gap_ev=10.43 lumo_ev=-0.15 fmax_ha_per_bohr=0.1189
C -0.1930 -1.3046 0.6562
C -0.1831 -0.2253 -0.0724
C 0.3695 1.2407 0.5863
N -0.3173 -0.2035 -1.4454
O -1.2971 -0.7370 -1.8801
O 0.5669 0.3703 -2.0464
H -0.4765 -2.2140 0.2071
H -0.0933 -1.1446 1.7328
H -0.2109 2.0730 0.4146
H 1.3003 1.0845 0.1621
H 0.5345 1.0606 1.6851



[4]
44
Properties=species:S:1:pos:R:3 method="wB97M-V/def2-TZVPD" smiles="O=C(NC1CCN(Cc2ccccc2)CC1)c1ccc(I)cc1" homo_lumo_gap_ev=9.32 lumo_ev=0.44 fmax_ha_per_bohr=0.0105
O 3.0205 -2.5211 -0.1314
C 3.1837 -1.3157 -0.1584
N 2.1572 -0.4346 -0.2073
C 0.7770 -0.8613 -0.0900
C 0.1799 -0.4588 1.2593
C -1.2524 -0.9770 1.3478
N -2.0578 -0.4112 0.2831
C -3.4743 -0.7149 0.4150
C -4.3690 0.4602 0.1018
C -3.8615 1.6632 -0.3628
C -4.7010 2.7457 -0.5630
C -6.0536 2.6445 -0.2872
C -6.5723 1.4425 0.1645
C -5.7359 0.3564 0.3430
C -1.5365 -0.7856 -1.0191
C -0.1041 -0.2808 -1.1938
C 4.5548 -0.7109 -0.1387
C 4.8298 0.5149 0.4598
C 6.1217 1.0074 0.5028
C 7.1511 0.2526 -0.0301
I 9.1316 0.9883 0.0558
C 6.9042 -0.9759 -0.6156
C 5.6078 -1.4491 -0.6741
H 2.3469 0.5540 -0.2663
H 0.8082 -1.9551 -0.1601
H 0.7721 -0.8734 2.0772
H 0.1663 0.6302 1.3486
H -1.6810 -0.6668 2.3034
H -1.2337 -2.0823 1.3037
H -3.7581 -1.5723 -0.2164
H -3.6814 -1.0050 1.4490
H -2.8004 1.7479 -0.5414
H -4.2897 3.6759 -0.9272
H -6.6974 3.5012 -0.4237
H -7.6251 1.3546 0.3922
H -6.1489 -0.5821 0.6875
H -2.1806 -0.3441 -1.7855
H -1.5533 -1.8855 -1.1585
H 0.2739 -0.5677 -2.1752
H -0.0961 0.8105 -1.1268
H 4.0419 1.0891 0.9232
H 6.3233 1.9616 0.9684
H 7.7177 -1.5646 -1.0083
H 5.3944 -2.4048 -1.1254